No. 1
C26H46N3O29S7 | wB97M-V/def2-TZVPD

The charge is +1. For the HOMO-LUMO gap, the calculation gives 0.2212 hartree. The HOMO energy comes out at -10.8 eV. For the energy, the calculation gives -167384.31107 eV.

The geometry in XYZ format:
```
111
Properties=species:S:1:pos:R:3:forces:R:3
N 1.8223 -2.0735 -0.2073 -0.410 -0.228 1.645
C 1.0715 -1.7372 -1.2768 -1.357 0.206 -1.905
N 1.4914 -2.2477 -2.5990 -1.581 1.844 1.265
C 1.6065 -1.0095 -3.4483 1.130 -0.710 -2.000
O 0.3911 -0.2832 -3.5418 0.439 -0.213 2.021
C -0.0010 0.1934 -2.2470 -0.759 1.987 -1.989
C -1.3545 0.9770 -2.4527 0.687 0.518 0.731
C -2.3777 0.8890 -1.2522 -1.567 0.468 -0.893
C -3.8593 0.9501 -1.9070 -0.144 -1.473 1.003
C -4.3278 -0.5722 -2.0198 -0.574 -0.543 -0.460
C -3.6249 -1.4760 -2.9765 -2.374 -1.899 1.652
C -4.0448 -2.9073 -3.0352 -1.229 1.264 1.844
C -5.1350 -3.4313 -2.1502 0.925 3.046 -0.075
C -5.8243 -2.4763 -1.2376 1.490 0.499 -1.056
C -5.4358 -1.0435 -1.1481 1.547 -2.333 -2.113
N -0.0518 -0.9309 -1.2459 4.130 -1.290 1.080
H 2.6869 -1.5791 0.0579 -0.587 -0.165 -0.519
H 1.6079 -2.9050 0.3584 0.274 0.428 -0.594
H 0.6425 -2.7250 -2.9531 0.499 0.160 -0.016
H 2.5053 -0.3979 -3.1402 -1.116 -0.483 0.130
H 1.8371 -1.3888 -4.4945 -0.372 0.586 1.257
H 0.7842 0.9249 -1.8648 -0.769 -1.045 -0.225
H -1.0728 2.0750 -2.5546 -0.242 -1.368 0.019
H -1.7696 0.6803 -3.4558 0.271 0.038 1.260
H -2.3207 1.7489 -0.5340 0.499 -0.862 -0.830
H -2.3564 -0.0711 -0.6679 0.222 0.900 -0.634
H -3.8707 1.4794 -2.8991 0.090 -0.566 0.979
H -4.5752 1.4836 -1.2044 0.902 -0.626 -0.908
H -2.7960 -1.1555 -3.6614 -1.085 -0.138 0.868
H -3.5469 -3.6360 -3.7306 -0.513 0.986 0.743
H -5.4065 -4.5212 -2.1951 0.224 1.419 0.096
H -6.6653 -2.8331 -0.5759 1.097 0.371 -0.853
H -5.9719 -0.3653 -0.4343 0.662 -0.678 -0.932
H -0.1649 -0.5907 -0.2778 -0.309 -0.043 -0.522
C -2.3305 5.9595 2.0575 -0.305 0.471 -0.428
C -3.6455 5.2804 1.7278 -0.236 0.275 0.622
O -3.2746 4.0247 1.1478 0.876 -0.245 -0.185
S -1.8993 3.5172 1.8249 -0.573 1.082 0.442
O -2.2213 2.5898 2.8526 0.456 -0.120 -0.401
O -0.9690 3.2194 0.7830 -0.142 -0.319 0.206
O -1.4718 4.9092 2.5160 -0.323 -0.865 -0.173
H -1.8800 6.4033 1.1661 -0.026 0.037 0.062
H -2.4406 6.7247 2.8247 0.220 -0.445 -0.130
H -4.2515 5.8612 1.0346 0.100 -0.243 -0.146
H -4.2239 5.0768 2.6327 0.015 0.055 -0.039
C 4.0125 -3.6680 -5.4298 -0.662 -0.134 -0.233
C 3.6656 -4.3922 -4.1412 0.343 0.741 0.147
O 4.0810 -5.7434 -4.3551 0.250 -0.079 -0.694
S 5.3761 -5.7514 -5.3206 -0.367 0.355 0.176
O 6.5398 -5.8510 -4.5058 -0.124 -0.108 -0.331
O 5.1217 -6.6299 -6.4060 0.226 0.008 0.346
O 5.2584 -4.2263 -5.8483 0.133 -0.434 0.514
H 3.2711 -3.8665 -6.2094 0.024 0.046 -0.008
H 4.1061 -2.5917 -5.2859 0.283 -0.098 -0.042
H 2.6022 -4.3494 -3.9119 0.070 -0.296 -0.056
H 4.2325 -3.9934 -3.2988 -0.291 0.002 -0.544
C 3.7659 3.2277 0.5037 -0.494 -0.007 -0.141
C 3.4344 2.5155 1.8034 0.204 0.542 0.369
O 3.8577 1.1639 1.6007 0.065 -0.183 -0.896
S 5.1491 1.1525 0.6249 0.411 1.194 0.706
O 6.3162 1.0647 1.4273 -2.173 4.815 -2.556
O 4.8837 0.2544 -0.4547 -0.071 -0.099 0.342
O 5.0118 2.6743 0.0788 -0.145 -0.435 0.253
H 3.0177 3.0146 -0.2655 -0.045 0.068 0.051
H 3.8531 4.3055 0.6340 0.207 -0.106 -0.056
H 2.3719 2.5549 2.0395 0.060 -0.256 -0.058
H 4.0070 2.9272 2.6384 -0.054 0.021 -0.040
C -10.8148 -1.9559 -0.7219 0.287 -0.394 -0.373
C -10.1096 -2.4728 0.5186 -0.567 -0.205 0.248
O -9.1802 -1.4447 0.8682 0.023 0.476 -0.563
S -9.8013 -0.0077 0.4567 -0.304 -0.479 -0.074
O -10.3964 0.5676 1.6113 0.221 0.161 -0.365
O -8.8476 0.6796 -0.3441 -0.059 -0.033 0.398
O -10.9825 -0.5540 -0.5012 0.343 0.098 0.647
H -10.1960 -2.0890 -1.6133 -0.026 -0.041 0.033
H -11.7805 -2.4351 -0.8773 -0.032 0.257 0.066
H -9.5930 -3.4149 0.3414 0.186 0.194 0.034
H -10.8091 -2.5933 1.3501 0.001 -0.054 -0.066
C 6.2513 -6.9233 -0.7278 0.728 -0.038 -0.437
C 6.8318 -6.0556 0.3715 -0.017 -0.540 0.417
O 6.1846 -4.7888 0.2194 -0.652 0.058 -0.630
S 4.6857 -5.0254 -0.3388 1.072 -0.917 0.398
O 3.7865 -4.9994 0.7667 -0.195 0.287 -0.524
O 4.5035 -4.2156 -1.4939 -0.133 0.164 1.054
O 4.8701 -6.5576 -0.8027 -0.309 0.753 0.540
H 6.7145 -6.7025 -1.6931 -0.010 -0.022 0.035
H 6.3535 -7.9859 -0.5125 -0.287 0.076 0.014
H 7.9122 -5.9490 0.2898 -0.123 0.263 -0.093
H 6.5794 -6.4472 1.3611 0.042 -0.038 -0.043
C -2.8151 11.2230 4.7927 -0.082 0.444 -0.478
C -4.1317 10.5453 4.4624 -0.295 0.260 0.598
O -3.7628 9.2922 3.8795 0.804 -0.113 -0.140
S -2.3853 8.7806 4.5538 -0.347 1.018 0.523
O -2.7080 7.8518 5.5796 0.352 -0.069 -0.391
O -1.4590 8.4875 3.5136 -0.195 -0.143 0.215
O -1.9573 10.1731 5.2480 -0.394 -0.717 -0.118
H -2.3649 11.6686 3.9020 -0.045 0.013 0.039
H -2.9254 11.9858 5.5621 0.143 -0.217 0.096
H -4.7380 11.1282 3.7712 0.100 -0.235 -0.141
H -4.7093 10.3401 5.3675 0.014 0.066 -0.035
C 7.6246 -2.7265 4.6295 -0.241 -0.273 0.393
C 6.9612 -3.5123 3.5125 0.586 -0.210 -0.229
O 5.9131 -2.6718 3.0416 -0.326 0.396 0.529
S 6.3592 -1.1249 3.1947 0.888 -0.774 -0.043
O 6.8482 -0.6759 1.9397 1.297 -4.995 2.342
O 5.3426 -0.4337 3.9109 0.070 -0.054 -0.401
O 7.6187 -1.3666 4.1838 -0.381 -0.064 -0.517
H 7.0434 -2.7857 5.5533 0.032 -0.044 -0.031
H 8.6434 -3.0606 4.8217 0.002 0.252 -0.107
H 6.5642 -4.4672 3.8546 -0.215 0.164 -0.037
H 7.6552 -3.6829 2.6843 0.032 -0.028 0.065
```
Forces are in eV/Å.

=====

No. 2
C26H46OOsP3S4 | wB97M-V/def2-TZVPD

As for the expectation value of S²: 6.02. The charge is +1. For the HOMO-LUMO gap (alpha / beta), the calculation gives 0.2833 / 0.2318 hartree. The HOMO energy (alpha / beta) comes out at -9.8 / -10.5 eV. For the energy, the calculation gives -103424.98213 eV. As for the spin multiplicity: 5. As for the energy above the lowest of the compared OMol25 structures with the same formula, charge and spin: 2.8 kJ/mol.

The geometry in XYZ format:
```
81
Properties=species:S:1:pos:R:3:forces:R:3
Os 0.7097 -0.4787 0.2518 -0.267 0.377 -0.373
C 4.3540 -0.5028 -0.0970 -1.238 -0.523 1.674
P 2.7741 -0.8087 -0.9588 0.746 -0.213 -1.211
C 3.3018 -2.3157 -1.9528 -0.134 1.360 0.632
C 2.8222 0.5886 -2.2076 0.346 -0.333 0.071
C 3.6864 0.5452 -3.3124 -1.167 2.006 0.405
C 3.8617 1.7179 -4.0728 -0.407 -1.328 1.070
C 3.2126 2.8916 -3.7388 -0.352 0.481 -0.505
C 2.3321 2.9397 -2.6791 -0.615 -0.470 0.030
C 2.1216 1.7636 -1.9346 0.040 0.611 0.420
P 1.0765 1.8197 -0.4424 -0.688 -0.478 -0.260
C 2.0587 2.9145 0.6225 -1.546 1.625 0.483
C -0.4131 2.7481 -1.0346 0.480 0.176 1.059
H 5.2111 -0.4224 -0.7184 0.627 0.192 -0.644
H 4.4825 -1.3163 0.6310 0.112 -0.136 -0.351
H 4.2161 0.3397 0.5720 0.184 0.538 -0.197
H 4.2924 -2.1173 -2.3669 -0.097 -0.124 -0.036
H 2.5761 -2.4639 -2.7409 0.001 -0.391 -0.128
H 3.3769 -3.1379 -1.2468 -0.165 -0.219 -0.138
H 4.1237 -0.3721 -3.5731 0.812 -0.876 -0.469
H 4.4735 1.6560 -4.9273 0.685 0.129 -0.911
H 3.2788 3.7652 -4.3829 0.312 -0.135 0.121
H 1.7355 3.8566 -2.5182 0.483 -0.640 0.132
H 1.5486 3.9185 0.7029 0.412 -0.968 -0.112
H 2.9828 3.0881 0.1498 1.244 0.143 -0.599
H 2.2364 2.5962 1.6357 -0.098 -0.494 0.282
H -0.1841 3.8120 -1.0200 0.050 0.111 -0.503
H -1.2508 2.6545 -0.3498 0.011 -0.320 0.218
H -0.7233 2.3712 -1.9944 0.105 0.084 -0.462
O 3.1158 1.4543 6.6876 -1.618 -0.106 -1.346
C 2.3500 1.2529 5.7620 1.454 0.320 0.772
S 1.3065 2.4743 4.9607 -0.081 0.125 0.377
C 0.7174 1.4588 3.6556 -0.383 0.154 -0.105
C 1.2061 0.2170 3.6184 0.521 -0.864 -0.042
S 0.9777 -1.0956 2.4743 -0.237 -0.109 0.004
S 2.2826 -0.3006 4.9095 -0.164 0.231 -0.090
S -0.4280 2.1442 2.4897 0.236 -0.142 0.141
C 0.0830 -3.8878 0.8197 0.334 0.861 -1.026
C -0.6953 -3.7319 -0.5134 1.748 1.365 0.188
C 0.1012 -4.3045 -1.6973 0.020 1.456 -0.232
P -1.0811 -1.8890 -0.7311 0.264 -0.576 0.332
C -1.5128 -1.5514 -2.5032 0.950 1.465 0.333
C -0.2169 -1.2341 -3.2535 -0.531 0.952 -0.516
C -2.4015 -0.2941 -2.5310 -0.548 0.219 -0.659
C -2.7163 -1.6968 0.0548 -0.946 -0.667 1.303
C -2.7298 -2.0184 1.5850 0.041 0.502 -0.339
C -3.7456 -2.6544 -0.5927 0.587 0.240 -0.147
H 0.3503 -4.9117 0.9616 0.030 -0.850 0.208
H -0.4608 -3.5145 1.6841 0.097 -0.044 -0.025
H 1.0374 -3.3356 0.7199 -0.364 -0.164 0.224
H -1.6016 -4.2463 -0.4144 -1.466 -0.699 -0.059
H 1.0713 -3.7899 -1.8237 -0.389 -0.168 0.273
H -0.4314 -4.1467 -2.6516 0.126 -0.483 0.388
H 0.3245 -5.3328 -1.5066 -0.045 -0.762 -0.129
H -2.0334 -2.3900 -2.9164 -0.210 -0.578 -0.315
H 0.2434 -0.3027 -2.8982 -0.316 -0.011 0.066
H -0.4017 -1.0948 -4.3177 -0.154 0.016 -0.100
H 0.5529 -1.9498 -3.1755 0.702 -1.187 0.203
H -1.9320 0.5420 -2.0146 0.037 -0.105 0.414
H -3.3892 -0.4855 -2.1133 0.105 0.137 0.119
H -2.6101 0.1317 -3.5321 0.398 -0.683 0.112
H -3.0092 -0.6342 -0.0396 0.109 -0.512 -0.130
H -2.4734 -3.0725 1.7985 -0.064 0.620 -0.076
H -3.7401 -1.8268 1.9842 0.274 -0.171 -0.237
H -2.0639 -1.3143 2.0988 0.092 -0.606 0.101
H -3.5273 -3.6802 -0.2732 -0.164 0.211 -0.182
H -3.7323 -2.6004 -1.6783 -0.081 -0.175 -0.062
H -4.7463 -2.4173 -0.2747 -0.403 0.143 0.246
C -3.0643 3.1124 4.3088 -0.921 -1.485 -0.327
C -3.1287 2.3568 2.9752 0.041 1.309 -0.481
C -3.1164 3.3574 1.7967 -1.208 -0.436 -0.463
C -2.0358 1.3116 2.7995 -0.008 1.226 0.054
H -3.8682 3.8256 4.4594 -0.090 0.151 -0.338
H -2.1323 3.5990 4.3683 1.185 0.688 0.437
H -3.1890 2.3618 5.0899 0.337 0.153 0.320
H -4.0609 1.8249 2.9348 -0.611 -0.376 -0.014
H -2.1338 3.8074 1.6624 -0.142 0.249 0.037
H -3.8884 4.1256 1.9724 0.551 -0.048 0.026
H -3.4437 2.8922 0.8326 0.472 0.071 0.620
H -1.9146 0.7505 3.6847 0.171 -0.812 1.050
H -2.3388 0.6526 2.0070 0.389 -0.229 -0.599
```
Forces are in eV/Å.

=====

No. 3
C26H47BaO2Si2 | wB97M-V/def2-TZVPD

The charge is -1. For the HOMO-LUMO gap, the calculation gives 0.0888 hartree. The HOMO energy comes out at -1.5 eV. For the energy, the calculation gives -48264.93732 eV. As for the energy above the lowest of the compared OMol25 structures with the same formula, charge and spin: 303.1 kJ/mol.

The geometry in XYZ format:
```
78
Properties=species:S:1:pos:R:3:forces:R:3
O -0.2313 1.8799 -2.7369 -0.700 1.114 -1.581
C 0.7247 1.9677 -3.8317 0.228 -0.791 -0.092
C -0.0566 3.0666 -4.5467 0.792 -0.206 0.189
H 0.6705 1.0211 -4.3899 0.520 0.517 0.254
H 1.7321 2.1758 -3.4477 -0.353 0.059 -0.291
C -1.1823 2.7614 -3.5623 0.025 -0.502 0.811
H -0.2437 2.9690 -5.6205 -0.039 -0.017 0.258
H 0.4734 3.9863 -4.3219 -0.450 0.473 -0.206
C -2.2960 1.8265 -4.0315 -0.466 -0.223 -0.140
H -2.0081 1.2200 -4.9246 -0.153 0.527 0.741
H -3.2300 2.3811 -4.2666 0.557 -0.311 0.081
H -2.5211 1.1248 -3.1906 -0.001 0.588 -0.594
C -1.6403 3.9567 -2.7463 -0.203 -0.293 0.289
H -0.7735 4.5379 -2.4181 -0.138 -0.102 -0.032
H -2.1675 3.5961 -1.8572 0.065 0.199 -0.109
H -2.3222 4.6150 -3.3100 0.272 -0.320 0.003
Ba -0.1246 -0.6520 -1.8239 0.064 1.827 2.420
C 0.8093 1.6459 1.1130 0.482 0.013 -0.106
C 1.8138 0.6677 1.2827 -0.042 0.231 -0.175
C 2.5870 0.6188 0.0995 0.084 -0.268 0.442
H 2.0232 0.1246 2.2018 -0.177 0.103 -0.306
C 2.1159 1.6305 -0.7749 -0.525 -0.539 -0.420
C 0.9714 2.2283 -0.1622 0.432 -0.072 0.193
H 0.3672 3.0332 -0.5671 0.105 -0.158 0.050
H 0.0562 1.9163 1.8514 0.443 -0.187 -0.312
H 3.4612 -0.0191 -0.0212 -0.037 0.264 -0.106
H 2.6458 1.9227 -1.6779 -0.189 0.094 0.071
C -2.0761 0.0594 1.6570 -0.507 0.204 -0.372
C -2.1718 1.3234 1.0239 -0.277 -0.608 -0.440
C -2.5410 1.1223 -0.3273 -0.242 0.058 0.222
H -1.9894 2.3020 1.4606 0.052 -0.301 -0.021
C -2.7789 -0.2667 -0.5130 0.515 -0.243 -0.524
C -2.4649 -0.9236 0.7065 0.357 -0.165 0.171
H -2.5763 -1.9960 0.8977 0.067 0.409 -0.003
H -1.7939 -0.1323 2.6984 0.016 0.004 -0.502
H -2.7365 1.9026 -1.0550 -0.051 -0.136 0.133
H -3.1514 -0.7492 -1.4252 -0.221 0.133 0.227
O -0.2131 -0.5584 -5.0863 -0.109 -0.749 -2.298
C -0.3125 -0.0371 -6.5142 0.290 -0.209 0.576
C 0.4735 -1.0018 -7.4292 0.320 0.135 0.362
H 0.1190 0.9866 -6.5867 -0.250 -0.675 0.466
H -1.3645 0.0140 -6.8309 0.262 -0.061 0.637
C 1.2184 -1.9627 -6.4484 -0.460 -0.473 -0.512
H 1.2079 -0.4538 -8.0361 -0.230 -0.015 0.268
H -0.1814 -1.5097 -8.1596 0.247 -0.005 0.630
C 0.9496 -1.4351 -5.0346 -0.050 1.028 -0.148
H 2.2877 -2.0188 -6.6985 -0.342 0.048 0.317
H 0.8048 -2.9684 -6.5649 0.104 0.075 0.097
H 1.7812 -0.7858 -4.7233 0.126 -0.323 0.139
H 0.7817 -2.2162 -4.2578 0.018 0.342 -0.693
C 2.2168 -0.4234 6.5655 0.009 0.352 0.803
Si 0.4492 -0.2154 5.9298 0.529 -1.078 -3.141
C -0.7164 -0.5900 7.3461 -0.343 -0.087 0.412
C 0.1842 1.5677 5.3663 -0.106 0.288 0.378
C 0.2751 -1.1555 4.3259 0.302 -0.927 -0.293
Si 0.4880 -2.8642 3.6009 0.205 2.896 1.646
C -1.0921 -3.8532 3.4127 -0.665 -0.356 -0.191
C 1.2472 -2.6127 1.8718 0.310 -0.565 -0.495
C 1.4948 -3.9897 4.7321 0.204 -0.632 -0.134
H 2.2593 0.1267 7.5200 0.445 -0.159 0.064
H 2.9727 -0.0064 5.8812 -0.374 -0.175 0.126
H 2.4402 -1.4870 6.7463 -0.043 0.329 -0.039
H -0.6100 0.1118 8.1867 0.091 -0.107 -0.137
H -1.7546 -0.5227 6.9977 0.158 -0.072 0.012
H -0.5522 -1.6036 7.7341 -0.067 0.099 -0.050
H 1.0600 1.9621 4.8307 -0.232 -0.142 0.076
H -0.6657 1.5112 4.6693 0.231 0.191 0.169
H -0.0624 2.2517 6.1917 0.023 0.037 -0.185
H 0.5810 -0.5572 3.4345 -0.488 0.230 0.872
H -1.2745 -4.1244 2.3634 -0.191 0.018 0.141
H -1.1223 -4.7763 4.0117 0.018 0.203 -0.126
H -1.8827 -3.1805 3.7654 -0.051 -0.236 -0.215
H 1.3517 -1.5528 1.5398 -0.328 -1.019 0.377
H 2.2507 -3.0941 1.8104 -0.514 0.235 -0.063
H 0.5580 -3.1746 1.2088 0.358 0.253 -0.213
H 2.5787 -3.9727 4.5336 -0.294 0.031 0.216
H 1.2926 -3.6567 5.7667 0.159 -0.244 -0.389
H 1.1064 -5.0147 4.5851 0.421 0.146 0.315
```
Forces are in eV/Å.

=====

Number 3 is which compound? C26H47BaO2Si2